1.
# C5H6N2O2

One molecule with the formula C5H6N2O2 (ωB97M-V with the def2-TZVPD basis set, the OMol25 dataset).

Output
* electronic energy: -454.03790 hartree
* structure (SMILES): CC(=O)Nc1ncco1
* E_LUMO: 0.8 eV
* energy relative to the best compared isomer or geometry (same formula, charge and spin): 252.8 kJ/mol
* HOMO-LUMO gap: 10.46 eV
* E_HOMO: -0.3569 hartree

Last columns: bonded neighbours and bond lengths (Å).
Geometry (Å):
1 O 0.991 -0.264 1.150  C7 1.340, C8 1.417
2 O -3.024 -0.894 0.284  C6 1.238
3 N 1.311 -0.705 -1.083  C7 1.330, C9 1.371
4 N -0.848 -1.163 0.013  C6 1.446, C7 1.434, H14 0.842
5 C -1.875 1.101 -0.256  C6 1.405, H10 1.008, H12 1.239, H15 1.194
6 C -1.987 -0.272 0.022  O2 1.238, N4 1.446, C5 1.405
7 C 0.521 -0.735 -0.014  O1 1.340, N3 1.330, N4 1.434
8 C 2.302 0.084 0.741  O1 1.417, C9 1.331, H13 1.157
9 C 2.467 -0.198 -0.549  N3 1.371, C8 1.331, H11 1.021
10 H -2.721 1.648 -0.204  C5 1.008
11 H 3.350 -0.070 -1.047  C9 1.021
12 H -1.164 1.841 0.439  C5 1.239
13 H 3.090 0.358 1.543  C8 1.157
14 H -1.013 -1.934 0.308  N4 0.842
15 H -1.400 1.203 -1.346  C5 1.194

2.
# C2H2O2P2

One molecule with the formula C2H2O2P2 (ωB97M-V with the def2-TZVPD basis set, the OMol25 dataset).

Output
* electronic energy: -910.49690 hartree
* structure (SMILES): O=C1PC(=O)P1
* E_LUMO: -0.3 eV
* energy relative to the best compared isomer or geometry (same formula, charge and spin): 199.0 kJ/mol
* HOMO-LUMO gap: 8.48 eV
* E_HOMO: -0.3226 hartree

Last columns: bonded neighbours and bond lengths (Å).
Geometry (Å):
1 P -0.301 1.258 0.445  C5 1.851, C6 1.865, H7 1.299
2 P 0.312 -1.623 -0.056  C5 2.185, C6 1.924, H8 1.334
3 O -2.528 -0.381 0.344  C5 1.193
4 O 2.264 0.316 0.671  C6 1.196
5 C -1.360 -0.232 0.151  P1 1.851, P2 2.185, O3 1.193
6 C 1.125 0.055 0.416  P1 1.865, P2 1.924, O4 1.196
7 H -0.280 1.732 -0.764  P1 1.299
8 H 0.769 -1.126 -1.206  P2 1.334

3.
# C34H74Cl24N3O6P2S

A 13-piece molecular cluster, C34H74Cl24N3O6P2S overall (ωB97M-V with the def2-TZVPD basis set, the OMol25 dataset).

Output
* electronic energy: -14080.60021 hartree
* E_LUMO: -3.4 eV
* energy relative to the best compared isomer or geometry (same formula, charge and spin): 95.4 kJ/mol
* charge: +1
* HOMO-LUMO gap: 7.28 eV
* E_HOMO: -0.3927 hartree

Last columns: bonded neighbours and bond lengths (Å).
Geometry (Å):
1 Cl 9.004 0.433 -2.180  C44 1.767
2 Cl -2.874 -5.198 4.038  C61 1.770
3 Cl 9.395 7.899 3.218  C60 1.766
4 Cl -1.672 5.798 3.190  C55 1.767
5 Cl 7.497 1.712 -0.029  C44 1.769
6 Cl -6.985 4.258 -5.677  C43 1.768
7 Cl 13.113 5.913 1.842  C50 1.766
8 Cl 4.746 -5.756 -4.486  C66 1.766
9 Cl -1.777 -2.983 5.592  C61 1.768
10 Cl -0.056 -4.715 -8.918  C62 1.771
11 Cl 8.472 5.740 1.486  C60 1.769
12 Cl -4.959 2.940 0.389  C47 1.768
13 Cl -4.487 5.062 -6.955  C43 1.768
14 Cl 2.014 -4.738 -4.374  C66 1.769
15 Cl -4.650 -1.346 4.006  C52 1.768
16 Cl 1.122 -1.391 -6.984  C41 1.774
17 Cl 12.174 3.758 0.107  C50 1.770
18 Cl -1.045 -4.911 8.745  C39 1.767
19 Cl 2.529 -5.692 -7.955  C62 1.766
20 Cl -5.427 4.514 -2.034  C47 1.773
21 Cl 1.253 -3.900 7.217  C39 1.772
22 Cl -3.919 3.938 3.347  C55 1.768
23 Cl 3.080 -1.978 -9.063  C41 1.763
24 Cl -7.019 -2.354 5.382  C52 1.767
25 S 1.737 -1.945 -2.270  P26 1.937
26 P 0.146 -1.490 -3.278  S25 1.937, C45 1.915, H114 1.428, H144 1.442
27 P -1.022 -4.451 -2.845  O29 1.698, O31 1.675, C45 1.890
28 O -5.467 -0.581 -1.277  C57 1.447, C67 1.415
29 O -0.640 -5.070 -4.379  P27 1.698, H133 0.965
30 O -7.603 0.712 -1.983  C42 1.415, C64 1.442
31 O 0.269 -4.813 -1.842  P27 1.675, H90 0.970
32 O 5.059 5.213 3.808  C56 1.438, C68 1.429
33 O -1.736 -2.554 -5.319  N34 1.410, H123 0.970
34 N -2.336 -2.317 -4.066  O33 1.410, C45 1.521, C46 1.513, H139 1.028
35 N -5.613 -3.187 -2.583  C49 1.468, H87 1.027, H109 1.023
36 N -3.588 -1.978 -1.865  C49 1.451, C53 1.466, C67 1.453
37 C -0.767 -1.189 1.822  C38 1.583, C48 1.567, H108 1.114, H136 1.118
38 C -0.463 -1.627 0.332  C37 1.583, C40 1.596, H92 1.112, H131 1.107
39 C 0.385 -3.874 8.761  Cl18 1.767, Cl21 1.772, H76 1.086, H91 1.086
40 C -1.637 -2.528 -0.267  C38 1.596, C53 1.562, H86 1.118, H140 1.111
41 C 1.457 -1.380 -8.726  Cl16 1.774, Cl23 1.763, H96 1.086, H113 1.087
42 C -7.962 -0.477 -1.305  O30 1.415, C57 1.580, H71 1.122, H104 1.119
43 C -5.480 5.170 -5.496  Cl6 1.768, Cl13 1.768, H106 1.086, H137 1.087
44 C 9.099 1.236 -0.608  Cl1 1.767, Cl5 1.769, H89 1.086, H97 1.086
45 C -1.376 -2.596 -2.921  P26 1.915, P27 1.890, N34 1.521, C53 1.607
46 C -3.576 -3.179 -3.983  N34 1.513, C49 1.602, H118 1.106, H126 1.118
47 C -5.382 2.889 -1.327  Cl12 1.768, Cl20 1.773, H98 1.085, H100 1.086
48 C 0.055 -2.063 2.829  C37 1.567, C51 1.564, H74 1.120, H82 1.114
49 C -4.148 -3.163 -2.487  N35 1.468, N36 1.451, C46 1.602, H129 1.119
50 C 11.931 5.435 0.618  Cl7 1.766, Cl17 1.770, H110 1.086, H115 1.086
51 C 1.568 -1.677 2.933  C48 1.564, C54 1.573, H73 1.118, H122 1.119
52 C -5.581 -1.335 5.508  Cl15 1.768, Cl24 1.767, H111 1.086, H132 1.086
53 C -2.139 -1.987 -1.644  N36 1.466, C40 1.562, C45 1.607, H116 1.125
54 C 1.835 -0.194 3.386  C51 1.573, C69 1.577, H75 1.111, H128 1.120
55 C -3.311 5.438 2.636  Cl4 1.767, Cl22 1.768, H95 1.086, H125 1.086
56 C 6.398 4.738 4.032  O32 1.438, C65 1.578, H101 1.112, H102 1.122
57 C -6.662 -1.009 -0.582  O28 1.447, C42 1.580, H79 1.118, H143 1.112
58 C 4.095 2.044 4.433  C63 1.570, C70 1.574, H80 1.117, H85 1.114
59 C -8.276 2.399 -3.558  C64 1.584, H93 1.109, H134 1.108, H138 1.107
60 C 8.217 7.414 1.997  Cl3 1.766, Cl11 1.769, H72 1.087, H99 1.086
61 C -1.811 -4.737 5.376  Cl2 1.770, Cl9 1.768, H121 1.082, H135 1.086
62 C 1.068 -4.787 -7.551  Cl10 1.771, Cl19 1.766, H78 1.084, H119 1.086
63 C 5.197 2.766 5.287  C58 1.570, C65 1.587, H88 1.116, H141 1.114
64 C -8.778 1.431 -2.409  O30 1.442, C59 1.584, H94 1.119, H103 1.112
65 C 6.448 3.208 4.416  C56 1.578, C63 1.587, H127 1.114, H142 1.114
66 C 3.732 -4.321 -4.312  Cl8 1.766, Cl14 1.769, H81 1.086, H84 1.086
67 C -4.379 -1.358 -0.815  O28 1.415, N36 1.453, H105 1.123, H120 1.123
68 C 4.643 4.850 2.490  O32 1.429, H83 1.115, H117 1.124, H124 1.113
69 C 2.573 -0.075 4.775  C54 1.577, C70 1.575, H77 1.116, H107 1.120
70 C 4.039 0.484 4.635  C58 1.574, C69 1.575, H112 1.119, H130 1.117
71 H -8.266 -1.291 -2.014  C42 1.122
72 H 7.217 7.504 2.414  C60 1.087
73 H 2.019 -2.337 3.714  C51 1.118
74 H -0.063 -3.145 2.568  C48 1.120
75 H 0.930 0.449 3.411  C54 1.111
76 H 1.054 -4.225 9.540  C39 1.086
77 H 2.581 -1.052 5.314  C69 1.116
78 H 0.575 -5.271 -6.715  C62 1.084
79 H -6.765 -2.122 -0.570  C57 1.118
80 H 4.348 2.242 3.363  C58 1.117
81 H 3.944 -3.852 -3.356  C66 1.086
82 H -0.396 -1.944 3.841  C48 1.114
83 H 3.553 4.618 2.445  C68 1.115
84 H 3.955 -3.632 -5.121  C66 1.086
85 H 3.100 2.490 4.663  C58 1.114
86 H -2.416 -2.512 0.534  C40 1.118
87 H -5.891 -2.311 -3.041  N35 1.027
88 H 4.799 3.689 5.773  C63 1.116
89 H 9.716 2.125 -0.704  C44 1.086
90 H 0.485 -5.735 -2.058  O31 0.970
91 H 0.076 -2.854 8.971  C39 1.086
92 H -0.301 -0.690 -0.244  C38 1.112
93 H -7.170 2.427 -3.480  C59 1.109
94 H -9.143 2.014 -1.526  C64 1.119
95 H -3.967 6.254 2.925  C55 1.086
96 H 1.372 -0.361 -9.093  C41 1.086
97 H 9.542 0.553 0.109  C44 1.086
98 H -6.358 2.429 -1.433  C47 1.085
99 H 8.317 8.063 1.132  C60 1.086
100 H -4.638 2.298 -1.853  C47 1.086
101 H 6.906 5.388 4.776  C56 1.112
102 H 6.943 4.892 3.063  C56 1.122
103 H -9.546 0.707 -2.761  C64 1.112
104 H -8.754 -0.324 -0.528  C42 1.119
105 H -3.703 -0.667 -0.243  C67 1.123
106 H -5.721 6.212 -5.310  C43 1.086
107 H 2.047 0.639 5.460  C69 1.120
108 H -1.842 -1.288 2.097  C37 1.114
109 H -5.844 -3.904 -3.274  N35 1.023
110 H 12.038 6.084 -0.246  C50 1.086
111 H -5.889 -0.317 5.723  C52 1.086
112 H 4.647 0.243 5.543  C70 1.119
113 H 0.735 -2.019 -9.226  C41 1.087
114 H 0.494 -1.492 -4.663  P26 1.428
115 H 10.934 5.531 1.036  C50 1.086
116 H -1.836 -0.904 -1.666  C53 1.125
117 H 4.800 5.743 1.826  C68 1.124
118 H -3.409 -4.200 -4.373  C46 1.106
119 H 1.349 -3.774 -7.277  C62 1.086
120 H -4.672 -2.146 -0.069  C67 1.123
121 H -2.174 -5.196 6.286  C61 1.082
122 H 2.126 -1.905 1.990  C51 1.119
123 H -1.655 -1.723 -5.813  O33 0.970
124 H 5.235 4.008 2.065  C68 1.113
125 H -3.302 5.334 1.555  C55 1.086
126 H -4.319 -2.655 -4.634  C46 1.118
127 H 6.544 2.599 3.487  C65 1.114
128 H 2.530 0.254 2.630  C54 1.120
129 H -3.833 -4.089 -1.944  C49 1.119
130 H 4.560 -0.014 3.783  C70 1.117
131 H 0.472 -2.222 0.346  C38 1.107
132 H -4.953 -1.711 6.311  C52 1.086
133 H -1.320 -5.731 -4.556  O29 0.965
134 H -8.542 1.921 -4.522  C59 1.108
135 H -0.804 -5.084 5.163  C61 1.086
136 H -0.507 -0.114 1.987  C37 1.118
137 H -4.920 4.764 -4.658  C43 1.087
138 H -8.732 3.395 -3.403  C59 1.107
139 H -2.584 -1.320 -4.087  N34 1.028
140 H -1.240 -3.566 -0.264  C40 1.111
141 H 5.612 2.133 6.105  C63 1.114
142 H 7.385 3.059 4.999  C65 1.114
143 H -6.584 -0.627 0.460  C57 1.112
144 H -0.182 -0.121 -2.962  P26 1.442